Formula: C42H51N4O3S5SiV
Source: OMol25
Level of theory: ωB97M-V/def2-TZVPD

The geometry in XYZ format:
```
107
Properties=species:S:1:pos:R:3:mulliken_charge:R:1
V -0.8929 0.0088 -0.2686 0.3324
O -4.8976 1.1587 3.5140 -0.4310
C -3.7580 0.9820 4.2488 1.4661
C -3.7958 1.1196 5.6346 -0.8498
C -2.6502 0.9588 6.3884 -0.5610
C -1.4416 0.6572 5.7650 -1.0622
C -1.4102 0.5278 4.3887 -0.5328
C -2.5583 0.6864 3.6012 -0.5931
C -2.4161 0.5114 2.1037 0.3355
O -1.2215 0.3093 1.7241 -0.1979
N -3.4855 0.5506 1.3472 -0.4266
N -3.0878 0.2405 0.0130 0.6705
C -4.1118 0.1988 -0.7464 -0.4521
S -3.9575 -0.3186 -2.4242 -0.0246
C -5.7291 -0.6352 -2.6285 -0.6344
C -6.4636 0.4385 -1.8481 -0.6036
S -5.7455 0.5200 -0.1845 -0.0613
H -5.6239 1.3197 4.1277 0.2975
H -4.7421 1.3547 6.1127 0.2812
H -2.7059 1.0661 7.4643 0.3746
H -0.5370 0.5173 6.3396 0.4375
H -0.4945 0.2916 3.8637 0.5535
H -5.9704 -1.6277 -2.2471 0.2722
H -5.9614 -0.5902 -3.6911 0.3941
H -7.5278 0.2240 -1.7590 0.3910
H -6.3417 1.4040 -2.3446 0.2575
C -1.9628 5.4633 2.1164 -0.5424
C -1.4489 5.1677 0.7123 -0.9161
S -0.9764 3.4374 0.4713 0.1182
C 0.7966 3.5445 0.1492 -0.1242
C 1.6945 3.7894 1.3519 -0.9781
S 1.5481 2.5301 2.6389 0.0774
C 0.9836 3.4999 4.0505 -1.0520
C -0.4697 3.9749 4.0460 0.4226
S -0.6823 5.6521 3.3739 -0.2103
H -2.6668 4.6903 2.4317 0.2152
H -2.5153 6.4058 2.1137 0.4431
H -0.5910 5.8057 0.4921 0.3454
H -2.2265 5.4140 -0.0157 0.4819
H 0.9790 4.3246 -0.5992 0.6099
H 1.0430 2.5830 -0.3137 -0.4846
H 1.4578 4.7580 1.7948 0.3802
H 2.7313 3.8204 1.0089 0.5454
H 1.6533 4.3441 4.2399 0.5018
H 1.1153 2.8151 4.8908 0.3190
H -0.8489 3.9838 5.0693 0.5577
H -1.0866 3.2872 3.4679 -0.7072
C 1.2277 0.0812 -0.1671 0.3435
C 2.4444 0.1784 -0.1317 -0.0780
C 3.8636 0.2128 -0.0359 -0.2076
C 4.6284 0.8988 -0.9876 -0.1673
C 6.0095 0.9152 -0.9088 -0.7647
C 6.6570 0.2446 0.1192 -0.3880
C 5.9075 -0.4379 1.0671 -0.7055
C 4.5270 -0.4540 0.9941 -0.1307
H 4.1167 1.4201 -1.7858 0.4606
H 6.5812 1.4535 -1.6543 0.3959
H 7.7373 0.2537 0.1827 0.3743
H 6.4023 -0.9629 1.8732 0.4018
H 3.9425 -0.9864 1.7299 0.5667
C 3.0757 -2.3059 -2.5585 0.0993
C 2.9018 -1.1810 -3.5622 -0.9192
N 2.1817 -1.6013 -4.7641 0.4770
C 2.8531 -2.5731 -5.6177 -0.8942
C 2.1973 -3.9425 -5.5601 -1.1324
C 1.0786 -1.0047 -5.2808 0.2494
O 0.7043 -1.2162 -6.4281 -0.6977
C 0.2904 -0.0756 -4.4013 0.7262
C -0.1256 1.1461 -4.9040 -0.6331
C -0.8622 1.9498 -4.0539 -1.4900
C -1.1590 1.5186 -2.7789 -0.2389
N -0.7724 0.3252 -2.2916 0.6512
C -0.0743 -0.4566 -3.1244 -0.8641
H 3.5868 -1.9357 -1.6722 0.1434
H 3.6598 -3.1311 -2.9667 0.5151
H 2.1101 -2.6989 -2.2467 -0.4357
H 3.8802 -0.7981 -3.8788 0.3579
H 2.3752 -0.3485 -3.0954 0.0929
H 3.8943 -2.6237 -5.2905 0.4075
H 2.8412 -2.1981 -6.6454 0.4876
H 2.1706 -4.3269 -4.5418 0.2604
H 2.7428 -4.6531 -6.1810 0.3849
H 1.1746 -3.8852 -5.9288 0.3200
H 0.1203 1.4332 -5.9139 0.5494
H -1.2144 2.9239 -4.3674 0.4380
H -1.7244 2.1395 -2.0933 0.4611
H 0.2090 -1.4087 -2.6998 0.3059
C -2.8127 -2.9867 0.7743 -1.4368
Si -1.1357 -2.5024 0.0029 1.3249
C -1.0125 -3.6301 -1.5453 -1.3298
C 0.1477 -3.2920 1.1850 -0.1219
C 1.5115 -3.2339 0.8835 0.1793
C 2.4769 -3.7709 1.7162 -0.6564
C 2.1082 -4.3762 2.9091 -0.5853
C 0.7665 -4.4337 3.2455 -0.6852
C -0.1901 -3.9025 2.3919 -0.2642
H -2.8801 -4.0680 0.9272 0.4445
H -3.6209 -2.6952 0.1003 0.1778
H -3.0109 -2.4944 1.7254 0.2453
H -1.4487 -4.6144 -1.3640 0.4484
H 0.0248 -3.7902 -1.8404 0.2378
H -1.5273 -3.1901 -2.4017 0.2491
H 1.8310 -2.7231 -0.0163 -0.0413
H 3.5226 -3.7008 1.4405 0.4605
H 2.8593 -4.7890 3.5708 0.3537
H 0.4594 -4.8949 4.1769 0.3787
H -1.2291 -3.9654 2.6850 0.2618
```

Output
Net charge   -1
F_max   1.2 eV/A
Spin multiplicity   4
Energy relative to the best compared isomer or geometry (same formula, charge and spin)   103.39 kJ/mol

=====

Formula: C5H9NO
Source: OMol25
Level of theory: ωB97M-V/def2-TZVPD

The geometry in XYZ format:
```
16
Properties=species:S:1:pos:R:3:mulliken_charge:R:1
O -2.8625 -0.3068 0.3680 -0.2285
C -2.0022 -0.0292 -0.5734 -0.4065
C -0.9310 0.9016 -0.0594 -0.3507
C 0.4254 0.2028 -0.0771 1.0633
C 1.4551 0.6146 -1.0509 -0.7458
N 1.5259 1.0659 0.3425 -0.6766
C 0.3946 -1.2318 0.3949 -1.4839
H -2.6621 0.1565 1.2182 0.3207
H -0.2421 -1.8332 -0.2608 0.3738
H -1.1204 1.2596 0.9732 0.2649
H -0.8900 1.7820 -0.7106 0.3189
H 1.2220 1.3924 -1.7733 0.2590
H 2.1633 -0.1375 -1.3944 0.2704
H 2.2202 0.5228 0.8518 0.2891
H 1.3938 -1.6781 0.4061 0.4119
H -0.0177 -1.2992 1.4065 0.3198
```

Output
Net charge   0
F_max   0.4 eV/A
Energy relative to the best compared isomer or geometry (same formula, charge and spin)   415.13 kJ/mol

=====

Formula: C5H17NO2
Source: OMol25
Level of theory: ωB97M-V/def2-TZVPD

The geometry in XYZ format:
```
25
Properties=species:S:1:pos:R:3:mulliken_charge:R:1
C -1.3246 -1.1314 1.8033 -1.4475
C -0.3202 -1.1913 0.6461 0.9854
C 0.6156 -2.3826 0.7119 -1.5835
C 0.3681 0.1936 0.5258 0.0912
C 1.6001 0.2205 -0.3735 -1.0215
N 1.2234 -0.0620 -1.7802 -0.5428
H -1.6094 -2.1679 2.0148 0.3966
H -0.9133 -0.7332 2.7314 0.3459
H -2.2424 -0.6181 1.5236 0.3159
H -0.8690 -1.3003 -0.2853 0.0429
H 0.0313 -3.3048 0.5933 0.4353
H 1.2579 -2.3958 -0.1694 0.3584
H 1.2112 -2.5060 1.6191 0.2979
H -0.3562 0.8613 0.0623 -0.3236
H 0.6666 0.5388 1.5223 0.4008
H 2.0769 1.2019 -0.3856 0.3153
H 2.4518 -0.4120 -0.1165 0.4219
H 1.4066 -1.0229 -2.0244 0.2838
H 0.2447 0.1449 -1.9288 0.2674
O 0.2899 3.3863 -1.2820 -0.7108
H -0.0306 2.5452 -0.9342 0.3727
H 1.0612 3.1218 -1.7973 0.3225
O -2.1150 2.0294 -1.0090 -0.6431
H -2.0877 2.8768 -1.4655 0.3206
H -2.6369 2.1076 -0.2021 0.2982
```

Output
Net charge   0
F_max   1.4 eV/A
Energy relative to the best compared isomer or geometry (same formula, charge and spin)   49.30 kJ/mol